No. 1
Formula: C34H49N3O6PtSSi
Source: the OMol25 dataset
Level of theory: wB97M-V/def2-TZVPD

## Properties
orbital gap (spin up / spin down) = 0.2919 / 0.1991 Eh
LUMO (spin up / spin down) = -0.1726 / -0.2948 Eh
energy = -74755.5303 eV
E_HOMO (spin up / spin down) = -12.641 / -13.440 eV
<S²> = 6.025

```
! RIJCOSX wB97M-V def2-TZVPD def2/J DEFGRID3
* xyz 2 5
Pt 0.121 -0.363 0.153
C 0.787 -1.334 -5.756
O 1.603 -1.574 -4.598
C 2.676 -2.403 -4.748
C 2.951 -3.124 -5.901
C 4.087 -3.925 -5.966
C 4.949 -4.012 -4.887
C 4.659 -3.310 -3.728
C 3.527 -2.514 -3.650
N 3.292 -1.745 -2.461
C 2.095 -1.525 -1.887
N 1.234 -2.626 -2.030
C -0.072 -2.786 -1.756
C -0.793 -1.867 -0.956
C -2.141 -2.068 -0.835
C -2.839 -3.166 -1.451
C -2.163 -4.087 -2.170
C -0.770 -3.960 -2.338
O -0.269 -4.943 -3.036
C 1.112 -5.314 -3.273
N 1.777 -0.481 -1.229
C 2.582 0.704 -1.250
C 3.074 1.291 -2.405
C 3.821 2.460 -2.331
C 4.070 3.035 -1.096
C 3.557 2.465 0.065
C 2.801 1.310 -0.025
O 2.207 0.677 1.047
C 2.519 1.155 2.363
H 0.029 -0.622 -5.451
H 0.308 -2.251 -6.099
H 1.380 -0.908 -6.565
H 2.298 -3.047 -6.761
H 4.298 -4.473 -6.877
H 5.840 -4.626 -4.943
H 5.317 -3.372 -2.866
H 4.035 -1.141 -2.149
H 1.683 -3.363 -2.541
H -2.720 -1.370 -0.245
H -3.909 -3.273 -1.318
H -2.645 -4.946 -2.618
H 1.073 -6.282 -3.750
H 1.651 -5.414 -2.330
H 1.596 -4.616 -3.954
H 2.854 0.834 -3.365
H 4.202 2.917 -3.235
H 4.660 3.941 -1.026
H 3.751 2.930 1.023
H 1.970 0.523 3.041
H 2.195 2.179 2.494
H 3.589 1.065 2.549
C -2.486 -1.177 3.649
C -1.005 -0.903 3.442
C -0.390 -0.358 4.724
C -0.296 -2.163 2.999
O -0.827 0.120 2.358
Si -1.650 1.516 1.983
S -1.250 1.520 -0.181
O -3.206 1.295 2.178
C -4.486 1.905 2.566
C -4.251 2.790 3.779
C -5.018 2.679 1.377
C -5.413 0.751 2.898
O -0.917 2.784 2.629
C -0.701 4.212 2.335
C 0.479 4.372 1.386
C -1.960 4.801 1.723
C -0.397 4.848 3.673
H -2.593 -2.041 4.307
H -2.986 -1.395 2.702
H -2.990 -0.330 4.118
H -0.744 -0.945 5.574
H -0.683 0.683 4.887
H 0.697 -0.420 4.715
H -0.281 -2.874 3.828
H 0.741 -1.953 2.731
H -0.806 -2.630 2.155
H -3.401 3.462 3.625
H -4.058 2.188 4.670
H -5.137 3.401 3.968
H -4.371 3.518 1.122
H -6.010 3.071 1.605
H -5.102 2.023 0.506
H -5.029 0.166 3.735
H -5.538 0.095 2.031
H -6.396 1.142 3.177
H 0.428 3.667 0.552
H 1.430 4.235 1.903
H 0.477 5.380 0.964
H -2.193 4.331 0.759
H -1.814 5.867 1.546
H -2.814 4.687 2.395
H 0.485 4.386 4.122
H -1.241 4.728 4.357
H -0.204 5.916 3.544
*
```

***

No. 2
Formula: C28H47FN3O2
Source: the OMol25 dataset
Level of theory: wB97M-V/def2-TZVPD

## Properties
orbital gap = 0.2473 Eh
LUMO = -0.0880 Eh
energy = -41067.0866 eV
E_HOMO = -9.126 eV

```
! RIJCOSX wB97M-V def2-TZVPD def2/J DEFGRID3
* xyz 1 1
C -2.503 -2.533 1.969
C -1.547 -2.343 0.919
C -0.733 -3.565 0.366
C -1.318 -4.205 -0.864
C -0.625 -5.356 -1.409
C -1.206 -6.006 -2.732
C -0.699 -5.058 -3.920
C 0.865 -4.813 -3.835
F -1.098 -5.539 -5.192
C 0.624 -5.951 -0.781
N 1.150 -7.067 -1.428
C 2.266 -7.460 -0.755
C 2.836 -6.863 0.486
N 2.282 -5.779 1.081
C 1.157 -5.288 0.424
C 0.497 -4.060 1.009
O 0.924 -3.355 2.115
C 2.291 -2.922 2.098
C 2.751 -2.015 0.882
C 3.238 -2.859 -0.393
C 1.756 -0.828 0.519
C 1.669 -0.440 -1.011
C 0.464 -1.149 -1.785
C 1.285 1.130 -1.039
H -3.608 -2.598 1.790
H -2.131 -2.569 3.031
H -1.400 -1.289 0.570
H -2.241 -3.855 -1.380
H -0.863 -7.059 -2.882
H -2.328 -5.932 -2.692
H -1.163 -4.044 -3.712
H 1.438 -5.748 -3.591
H 1.285 -4.389 -4.791
H 1.129 -4.067 -3.026
H 2.813 -8.348 -1.181
H 3.758 -7.301 0.944
H 2.414 -2.269 3.018
H 3.060 -3.731 2.215
H 3.705 -1.512 1.242
H 3.698 -3.840 -0.091
H 3.875 -2.249 -1.081
H 2.301 -3.129 -0.965
H 0.768 -1.060 1.004
H 2.143 0.097 1.054
H 2.637 -0.506 -1.572
H 0.571 -2.261 -1.843
H -0.537 -0.812 -1.391
H 0.499 -0.772 -2.856
H 0.788 1.305 -2.030
H 0.670 1.434 -0.151
H 2.282 1.668 -1.079
C 0.559 5.390 -0.259
C -0.165 6.221 0.784
N -1.655 6.421 0.522
C -1.800 7.191 -0.784
C -2.255 7.343 1.584
C -2.290 6.816 3.008
C -2.444 5.115 0.329
C -2.345 4.054 1.424
O -1.016 3.595 1.581
C -0.665 3.245 2.917
H 0.554 5.863 -1.242
H 1.605 5.286 0.035
H 0.154 4.386 -0.364
H 0.277 7.220 0.820
H -0.049 5.786 1.772
H -1.225 8.113 -0.705
H -2.856 7.413 -0.934
H -1.437 6.578 -1.605
H -3.269 7.586 1.260
H -1.660 8.258 1.555
H -3.157 6.178 3.172
H -2.413 7.657 3.693
H -1.387 6.286 3.306
H -2.088 4.689 -0.607
H -3.487 5.410 0.196
H -2.952 3.196 1.109
H -2.771 4.400 2.362
H -1.532 3.138 3.572
H -0.004 4.020 3.318
H -0.114 2.305 2.898
*
```

***

No. 3
Formula: C7H17ClI2N2OPSTb
Source: the OMol25 dataset
Level of theory: wB97M-V/def2-TZVPD

## Properties
orbital gap (spin up / spin down) = 0.1850 / 0.1136 Eh
LUMO (spin up / spin down) = -0.3296 / -0.4304 Eh
energy = -83827.1435 eV
E_HOMO (spin up / spin down) = -14.003 / -14.804 eV
<S²> = 12.689
energy relative to the best compared isomer or geometry (same formula, charge and spin) = 105.4 kcal/mol

```
! RIJCOSX wB97M-V def2-TZVPD def2/J DEFGRID3
* xyz 2 7
I 2.028 -4.108 -1.461
I -0.772 -4.185 -0.731
Tb 0.866 -1.538 -0.259
P -0.001 0.564 -2.356
C -1.597 0.781 -3.241
C 0.875 2.116 -2.720
H 1.905 -0.801 -2.968
H 0.997 -0.395 -4.361
H 0.409 -1.637 -3.338
C 0.873 -0.645 -3.315
H 1.875 2.087 -2.297
H 1.024 2.381 -3.763
H -1.549 1.034 -4.308
H -2.218 1.568 -2.789
H 0.393 2.987 -2.278
H -2.188 -0.142 -3.197
C -2.309 -0.153 -0.164
O -3.400 -0.001 0.131
Cl 2.908 -0.067 -0.192
C 1.223 -0.942 5.761
N 1.128 -0.309 4.434
C -0.012 0.014 3.777
S -0.041 0.184 2.016
N -1.155 0.260 4.488
C -1.227 0.936 5.787
H 0.257 -1.093 6.259
H 1.895 -0.421 6.472
H 1.686 -1.933 5.587
H 1.902 -0.469 3.807
H -1.930 0.476 3.882
H -1.682 1.930 5.589
H -1.896 0.443 6.516
H -0.251 1.098 6.274
*
```

***

No. 4
Formula: ClH12O6
Source: the OMol25 dataset
Level of theory: wB97M-V/def2-TZVPD

## Properties
orbital gap (spin up / spin down) = 0.4358 / 0.1986 Eh
LUMO (spin up / spin down) = -0.0036 / -0.2388 Eh
energy = -24999.4914 eV
E_HOMO (spin up / spin down) = -11.958 / -11.902 eV
<S²> = 0.753
energy relative to the best compared isomer or geometry (same formula, charge and spin) = 6.3 kcal/mol

```
! RIJCOSX wB97M-V def2-TZVPD def2/J DEFGRID3
* xyz 0 2
Cl -0.175 0.261 0.130
O -1.523 1.503 2.963
H -1.072 1.218 2.169
H -1.022 1.111 3.678
O 1.423 -0.976 2.322
H 1.785 -0.283 2.874
H 0.971 -0.510 1.618
O 3.175 0.698 -0.149
H 2.516 0.832 0.532
H 2.681 0.369 -0.900
O -0.619 1.557 -2.907
H -0.324 0.979 -2.203
H -0.645 0.997 -3.683
O -3.321 -0.363 -0.086
H -3.354 -1.318 -0.045
H -2.396 -0.160 -0.232
O 0.992 -1.993 -2.181
H 0.200 -2.438 -2.480
H 0.709 -1.485 -1.420
*
```

***

No. 5
Formula: C5H10N2O2
Source: the OMol25 dataset
Level of theory: wB97M-V/def2-TZVPD

## Properties
orbital gap (spin up / spin down) = 0.1995 / 0.3169 Eh
LUMO (spin up / spin down) = 0.0254 / -0.0298 Eh
energy = -12416.3842 eV
E_HOMO (spin up / spin down) = -4.737 / -9.433 eV
<S²> = 2.007
energy relative to the best compared isomer or geometry (same formula, charge and spin) = 0.0 kcal/mol

```
! RIJCOSX wB97M-V def2-TZVPD def2/J DEFGRID3
* xyz 0 3
C 1.818 1.467 0.416
C 0.521 1.804 -0.362
C -0.118 0.483 -0.382
C 1.037 -1.833 -0.106
C -2.091 -0.480 0.809
N 1.975 0.180 0.462
N 0.887 -0.451 0.129
O -0.500 0.041 -1.677
O -1.280 0.606 0.468
H 2.546 2.150 0.823
H -0.144 2.415 0.323
H 0.576 2.398 -1.316
H 2.055 -2.105 0.005
H 0.383 -2.458 0.416
H 0.803 -1.958 -1.110
H -1.488 -1.438 1.053
H -2.931 -0.727 0.095
H -2.627 -0.028 1.719
H -1.424 -0.066 -1.764
*
```

***

No. 6
Formula: C3H4LiNiO3
Source: the OMol25 dataset
Level of theory: wB97M-V/def2-TZVPD

## Properties
orbital gap (spin up / spin down) = 0.2911 / 0.3353 Eh
LUMO (spin up / spin down) = -0.3615 / -0.4239 Eh
energy = -50545.7220 eV
E_HOMO (spin up / spin down) = -17.759 / -20.660 eV
<S²> = 3.761
energy relative to the best compared isomer or geometry (same formula, charge and spin) = 15.9 kcal/mol

```
! RIJCOSX wB97M-V def2-TZVPD def2/J DEFGRID3
* xyz 2 4
O 1.434 0.469 -0.115
C 0.611 -0.627 -0.446
C -0.603 -0.782 0.446
O -2.029 -0.034 -0.059
C -2.076 1.202 -0.157
O -1.253 2.071 -0.009
Li 3.164 -0.044 0.112
Ni 0.683 2.087 0.112
H 1.182 -1.568 -0.334
H 0.290 -0.580 -1.500
H -0.441 -0.380 1.454
H -0.961 -1.814 0.496
*
```

***

No. 7
Formula: C16H52N8O16
Source: the OMol25 dataset
Level of theory: wB97M-V/def2-TZVPD

## Properties
orbital gap = 0.3713 Eh
LUMO = 0.0041 Eh
SMILES = NC(N)=O.NC(N)=O.NC(N)=O.NC(N)=O.OCCO.OCCO.OCCO.OCCO.OCCO.OCCO
energy = -62117.7643 eV
E_HOMO = -9.992 eV
energy relative to the best compared isomer or geometry (same formula, charge and spin) = 7.6 kcal/mol

```
! RIJCOSX wB97M-V def2-TZVPD def2/J DEFGRID3
* xyz 0 1
C 1.206 -3.624 3.645
C 1.917 -3.459 4.913
O 3.210 -2.829 4.791
O 0.881 -2.312 3.166
H 0.312 -4.330 3.790
H 1.845 -4.130 2.898
H 2.112 -4.441 5.364
H 1.361 -2.857 5.603
H 2.965 -2.060 4.214
H 0.475 -2.267 2.310
C 2.254 3.435 -2.260
C 3.110 3.801 -3.467
O 2.681 2.930 -4.522
O 2.636 2.122 -1.777
H 1.204 3.569 -2.547
H 2.471 4.028 -1.402
H 4.185 3.646 -3.232
H 2.985 4.788 -3.693
H 3.387 2.773 -5.139
H 1.816 1.814 -1.349
C -0.031 1.077 -4.206
C -1.261 1.881 -3.784
O -1.005 3.323 -3.711
O 0.406 1.614 -5.433
H -0.224 -0.008 -4.303
H 0.803 1.141 -3.516
H -1.646 1.582 -2.811
H -2.010 1.655 -4.550
H -0.700 3.495 -4.573
H 1.243 2.096 -5.207
C -0.697 0.221 -0.771
C -0.096 -0.849 0.120
O -0.229 -0.642 1.530
O 0.168 1.338 -0.936
H -1.698 0.472 -0.432
H -0.792 -0.269 -1.793
H 1.004 -0.952 -0.135
H -0.587 -1.834 -0.067
H 0.265 0.196 1.831
H -0.318 2.066 -0.529
C 1.221 -4.514 -0.454
C 0.531 -5.806 -0.143
O -0.097 -5.934 1.086
O 2.020 -4.059 0.587
H 0.493 -3.730 -0.722
H 1.796 -4.650 -1.437
H 1.221 -6.615 -0.376
H -0.310 -5.882 -0.805
H 0.511 -5.581 1.747
H 2.844 -4.589 0.607
C 0.495 3.960 2.306
C -0.903 3.600 2.611
O -1.355 2.248 2.217
O 0.932 3.653 0.941
H 1.155 3.423 2.996
H 0.589 5.029 2.497
H -1.631 4.235 2.113
H -1.032 3.657 3.711
H -1.905 2.452 1.452
H 1.324 2.776 1.020
C -2.410 5.132 -0.608
O -2.568 5.656 0.492
N -1.272 4.511 -1.074
N -3.390 5.064 -1.519
H -1.209 4.238 -2.044
H -0.436 4.820 -0.590
H -3.183 4.480 -2.330
H -4.362 5.072 -1.216
C 2.736 0.292 1.425
O 1.809 1.072 1.712
N 2.921 -0.947 1.965
N 3.737 0.701 0.602
H 2.075 -1.435 2.271
H 3.560 -1.539 1.415
H 3.509 1.491 -0.031
H 4.226 0.007 0.070
C -2.728 -3.318 -1.549
O -1.614 -3.525 -2.009
N -3.528 -2.405 -2.285
N -3.165 -3.890 -0.386
H -4.177 -1.939 -1.688
H -2.927 -1.838 -2.831
H -3.905 -3.643 0.246
H -2.400 -4.274 0.141
C -3.480 -2.308 2.397
O -4.363 -3.043 2.044
N -2.493 -2.638 3.206
N -3.441 -1.002 2.011
H -1.759 -1.966 3.324
H -2.433 -3.619 3.386
H -4.260 -0.607 1.455
H -2.570 -0.473 2.012
*
```

***

No. 8
Formula: C4H8N2S2
Source: the OMol25 dataset
Level of theory: wB97M-V/def2-TZVPD

## Properties
orbital gap = 0.3344 Eh
LUMO = 0.0205 Eh
SMILES = N[C@H]1[C@H](S)[C@@H]1NC=S
energy = -28926.4333 eV
E_HOMO = -8.542 eV
energy relative to the best compared isomer or geometry (same formula, charge and spin) = 43.2 kcal/mol

```
! RIJCOSX wB97M-V def2-TZVPD def2/J DEFGRID3
* xyz 0 1
C -0.634 0.327 0.589
C 0.359 -0.485 1.319
C -0.005 -0.882 -0.048
C 0.582 0.057 -2.217
H -2.127 0.632 1.882
H -2.726 0.718 0.196
H -0.220 1.164 0.073
H -0.049 -1.005 2.199
H 1.511 1.611 1.310
H -0.492 -1.874 -0.238
H 1.826 -0.989 -1.036
H -0.406 0.573 -2.217
N -2.022 0.260 0.922
N 0.908 -0.646 -1.046
S 1.920 0.470 1.811
S 1.574 0.068 -3.500
*
```

***

No. 9
Formula: C3H6P2
Source: the OMol25 dataset
Level of theory: wB97M-V/def2-TZVPD

## Properties
orbital gap = 0.3023 Eh
LUMO = -0.0370 Eh
energy = -21780.8093 eV
E_HOMO = -9.235 eV
energy relative to the best compared isomer or geometry (same formula, charge and spin) = 83.7 kcal/mol

```
! RIJCOSX wB97M-V def2-TZVPD def2/J DEFGRID3
* xyz 0 1
C 0.506 1.002 1.080
C -0.071 0.918 2.489
C -0.071 -0.141 1.442
P -0.478 -0.605 -4.091
P 0.144 -1.453 -2.365
H 1.317 -2.380 -2.853
H 0.973 1.648 0.454
H 0.632 0.755 3.339
H -1.121 1.416 2.812
H -0.176 -1.113 1.212
H -1.654 -0.046 -3.520
*
```

***

No. 10
Formula: C3H6N2O
Source: the OMol25 dataset
Level of theory: wB97M-V/def2-TZVPD

## Properties
orbital gap = 0.3386 Eh
LUMO = 0.0112 Eh
SMILES = ON=C1CNC1
energy = -8230.7991 eV
E_HOMO = -8.909 eV
energy relative to the best compared isomer or geometry (same formula, charge and spin) = 136.0 kcal/mol

```
! RIJCOSX wB97M-V def2-TZVPD def2/J DEFGRID3
* xyz 0 1
O -0.653 1.647 1.394
N -1.048 0.191 1.551
C -0.403 -0.077 0.476
C 0.704 -1.022 0.145
N 0.777 -0.427 -1.202
C -0.459 0.356 -0.989
H 0.091 1.561 2.013
H 0.374 -2.050 0.252
H 1.627 -0.874 0.737
H 0.722 -1.111 -1.942
H -1.369 -0.122 -1.410
H -0.443 1.397 -1.313
*
```

***

No. 11
Formula: C4H5F4N3O15S4V
Source: the OMol25 dataset
Level of theory: wB97M-V/def2-TZVPD

## Properties
orbital gap (spin up / spin down) = 0.2212 / 0.2216 Eh
LUMO (spin up / spin down) = 0.1404 / 0.1406 Eh
energy = -119309.5306 eV
E_HOMO (spin up / spin down) = -2.199 / -2.206 eV
<S²> = 0.813
energy relative to the best compared isomer or geometry (same formula, charge and spin) = 97.8 kcal/mol

```
! RIJCOSX wB97M-V def2-TZVPD def2/J DEFGRID3
* xyz -2 2
O 3.496 -14.939 28.182
V 4.216 -16.415 28.159
N 4.531 -16.696 30.141
S 5.532 -17.881 30.921
O 5.037 -19.259 30.832
O 6.351 -17.529 32.040
F 6.584 -17.881 29.702
S 3.688 -16.490 31.419
O 4.292 -15.704 32.498
O 2.794 -17.590 31.878
F 2.622 -15.447 30.747
N 4.733 -17.754 23.983
S 3.120 -18.033 23.512
O 2.784 -17.843 22.077
O 2.043 -17.960 24.500
F 3.268 -19.616 23.529
S 4.354 -16.330 24.475
O 3.999 -16.167 25.890
O 3.903 -15.278 23.594
F 5.931 -15.963 24.522
O 2.279 -17.337 27.996
C 1.901 -18.471 28.569
O 0.694 -18.803 28.416
O 2.631 -19.090 29.320
H 1.456 -17.010 27.626
O 5.552 -19.981 25.936
C 5.287 -19.448 27.135
O 5.074 -20.336 28.006
O 5.196 -18.229 27.317
H 5.718 -20.837 26.338
C 8.926 -15.347 28.560
C 7.520 -15.416 28.091
N 6.453 -15.440 27.712
H 9.633 -14.951 27.831
H 9.416 -16.302 28.751
H 9.069 -14.764 29.469
*
```

***

No. 12
Formula: C3H5KLiO3
Source: the OMol25 dataset
Level of theory: wB97M-V/def2-TZVPD

## Properties
orbital gap (spin up / spin down) = 0.1426 / 0.2270 Eh
LUMO (spin up / spin down) = -0.0167 / -0.0121 Eh
energy = -25860.5210 eV
E_HOMO (spin up / spin down) = -4.334 / -6.504 eV
<S²> = 0.751
energy relative to the best compared isomer or geometry (same formula, charge and spin) = 81.0 kcal/mol

```
! RIJCOSX wB97M-V def2-TZVPD def2/J DEFGRID3
* xyz 0 2
O -0.826 -0.991 -0.497
C 0.468 -0.731 -0.262
C -1.545 0.252 -0.391
O 1.311 -1.622 -0.113
O 0.452 0.228 0.705
C -0.752 0.998 0.690
Li 2.934 -2.244 0.465
H -2.568 0.017 -0.083
H -1.485 0.776 -1.353
H -1.182 0.936 1.696
H -0.476 2.030 0.449
K 3.084 0.901 0.958
H 0.587 -0.549 -2.263
*
```